(1)
Computed, not measured: one molecule with the formula C7H10 at a distorted geometry, with ωB97M-V with the def2-TZVPD basis set.

Summary:
Total charge = 0
Relative energy (zero: lowest compared OMol25 entry of this formula, charge and spin) = 115.0 kcal per mole
Gap between HOMO and LUMO (alpha / beta) = 8.60 / 8.60 eV
Strongest force on any atom = 3.90 eV Å⁻¹
SMILES = C=C=C1[C@@H](C)[C@H]1C
E_HOMO (alpha / beta) = -8.47 / -8.47 eV
Energy = -7416.0471 eV

The geometry in XYZ format:
```
17
Properties=species:S:1:pos:R:3:forces:R:3
C 2.496641 -0.845884 1.100240 3.8 0.5 -0.5
C 1.302519 -0.307694 1.138547 0.2 -0.4 -1.7
C 0.772824 -0.220005 -0.069318 -2.8 0.6 1.5
C -0.385136 -0.700967 -0.772566 -0.6 -0.1 -0.7
C -1.583669 -1.216181 -0.019545 -0.2 -0.1 0.0
C 0.036858 0.791345 -0.778232 -0.2 0.5 -1.0
C -0.718282 1.866436 -0.039135 -0.1 0.2 0.1
H 2.980874 -1.040017 0.067383 -0.5 0.0 1.9
H 3.221938 -0.610499 1.859712 0.2 -1.0 0.8
H -0.188922 -1.204871 -1.715372 0.0 0.2 -0.1
H -2.497441 -1.044648 -0.601263 0.1 -0.1 0.1
H -1.488242 -2.293209 0.157690 0.0 0.2 0.0
H -1.693551 -0.722384 0.951506 0.1 -0.1 -0.2
H 0.475727 1.106330 -1.719261 -0.2 -0.1 -0.2
H -0.071197 2.732147 0.140025 -0.1 -0.1 0.0
H -1.579838 2.199741 -0.630786 0.2 0.0 0.1
H -1.081102 1.510353 0.930374 0.1 0.0 -0.2
```
Forces are in eV/Å.

(2)
Computed, not measured: a 2-piece molecular cluster, C2H8O3 overall at a distorted geometry, with ωB97M-V with the def2-TZVPD basis set.

Summary:
Total charge = 0
Relative energy (zero: lowest compared OMol25 entry of this formula, charge and spin) = 22.8 kcal per mole
Gap between HOMO and LUMO = 10.87 eV
Strongest force on any atom = 2.02 eV Å⁻¹
SMILES = COCO.O
E_HOMO = -10.17 eV
Energy = -8345.0142 eV

The geometry in XYZ format:
```
13
Properties=species:S:1:pos:R:3:forces:R:3
C 0.615102 0.473939 -0.233285 -0.6 0.7 -1.8
O 0.384892 -0.304741 -1.461415 0.4 -1.0 1.3
C 0.680972 0.236279 -2.722864 0.3 0.7 0.6
O 2.062841 0.545919 -2.873494 -0.5 0.7 0.3
H 0.040022 1.396079 -0.421825 0.2 0.1 0.5
H 1.665172 0.748229 -0.036505 -0.2 -0.4 -0.4
H 0.205862 -0.018451 0.664875 0.1 -0.2 -0.9
H 0.447792 -0.488341 -3.526604 0.1 0.1 0.9
H 0.019232 1.113369 -2.858074 0.5 0.1 -0.1
H 2.251851 1.404009 -2.439484 -0.2 -0.8 -0.4
O -2.605557 -2.039760 5.414403 -0.6 1.1 -0.3
H -2.796657 -1.247720 5.966153 0.2 -0.8 -0.6
H -2.971526 -1.818810 4.528124 0.4 -0.2 1.0
```
Forces are in eV/Å.

(3)
Computed, not measured: a 3-piece molecular cluster, C18H34ClF3NO8P overall at a distorted geometry, with ωB97M-V with the def2-TZVPD basis set.

Summary:
Total charge = 0
Gap between HOMO and LUMO = 9.38 eV
Strongest force on any atom = 5.07 eV Å⁻¹
SMILES = CC(=O)N(C)[C@]1(F)C(=O)O[C@H](CCCF)[C@@]1(F)P(O)Cl.COCCOC.COCCOC
E_HOMO = -9.18 eV
Energy = -67047.9562 eV

The geometry in XYZ format:
```
66
Properties=species:S:1:pos:R:3:forces:R:3
C 1.254974 2.885202 -2.104873 -0.8 -0.2 -1.1
C 1.509764 1.393854 -2.446529 -1.3 2.2 -0.1
O 2.439092 0.868149 -1.968659 2.1 -1.7 1.2
N 0.633700 0.664603 -3.315261 -0.5 1.2 0.4
C -0.182062 1.524364 -4.189517 -0.2 -0.3 -0.8
C -0.121325 -0.326851 -2.628597 -1.8 -0.8 -0.2
F 0.634771 -1.385014 -2.221592 0.9 0.3 -0.1
C -1.208819 -1.003818 -3.562724 -0.5 4.3 2.6
O -1.059909 -1.889381 -4.260823 0.9 -3.7 -3.1
O -2.396932 -0.363813 -3.370622 -0.5 0.4 0.2
C -2.530705 -0.197808 -1.929428 -0.2 -1.3 -0.5
C -3.642289 0.728715 -1.455228 0.2 0.9 -0.5
C -3.766716 2.071055 -2.229982 -0.1 0.0 0.6
C -4.996343 2.171442 -3.155431 0.8 -0.2 0.6
F -4.539054 2.291229 -4.461185 -0.3 0.1 -0.1
C -1.088395 0.096755 -1.442124 -1.0 -0.3 1.5
F -1.078787 1.429382 -1.048441 0.8 0.0 -0.3
P -0.704465 -1.140428 -0.008679 1.2 -1.2 0.1
O 0.240190 -0.312716 1.079846 -1.8 0.0 -0.5
Cl -2.491001 -1.505751 1.025337 0.1 0.9 0.0
H 1.632206 3.127238 -1.112397 0.2 -0.2 -0.2
H 0.187039 3.126049 -2.160176 0.2 0.0 0.1
H 1.728852 3.517461 -2.867466 0.2 -0.1 0.3
H -1.139309 1.839222 -3.759838 0.2 -0.1 -0.1
H 0.354878 2.423624 -4.497937 0.2 -0.3 0.3
H -0.358158 0.964665 -5.117421 -0.2 0.1 0.2
H -2.904563 -1.195448 -1.645236 0.7 0.1 0.5
H -4.610428 0.214963 -1.482424 0.3 -0.1 -0.1
H -3.454220 0.931883 -0.394803 0.1 -0.1 -0.2
H -3.791361 2.873034 -1.480235 -0.1 -0.1 -0.2
H -2.869334 2.268785 -2.823581 -0.3 -0.1 0.0
H -5.608063 1.265715 -3.077148 0.0 0.2 -0.2
H -5.600389 3.045744 -2.892786 0.0 -0.1 -0.3
H -0.389719 0.140825 1.670462 0.6 0.3 0.1
C -1.117580 -4.763927 0.722556 0.0 0.1 0.0
O -1.427540 -4.537013 2.089304 0.0 -0.3 -0.1
C -2.391134 -5.452247 2.590014 0.1 0.3 0.3
C -1.744891 -6.582904 3.368504 -0.2 -0.3 -0.2
O -0.931641 -7.398444 2.537515 0.1 0.2 0.0
C 0.447483 -7.076488 2.622026 0.0 -0.1 0.0
H -0.182740 -4.251833 0.497772 0.0 0.1 0.0
H -0.995106 -5.825876 0.499537 0.0 0.0 0.0
H -1.908367 -4.347175 0.089568 0.0 -0.1 -0.1
H -3.011037 -5.843762 1.777249 0.1 -0.1 0.0
H -3.043001 -4.890648 3.267431 0.0 0.0 0.0
H -2.533518 -7.224901 3.772378 0.0 0.0 0.0
H -1.166506 -6.192922 4.212113 0.0 0.1 0.0
H 0.878014 -7.512182 3.529619 0.1 0.1 0.0
H 0.618603 -5.998267 2.620573 0.0 0.0 0.0
H 0.945702 -7.508241 1.754559 0.0 -0.1 0.0
C 5.428788 4.791364 1.212528 0.0 0.0 -0.1
O 4.223520 4.076704 0.997750 0.0 0.1 0.2
C 4.221438 2.786133 1.593012 -0.3 0.1 -0.2
C 3.487308 2.777917 2.919794 0.3 -0.2 0.2
O 4.146272 3.575823 3.894646 -0.1 0.1 -0.2
C 3.574929 4.865641 4.034348 0.0 -0.1 0.1
H 5.237529 5.843215 1.001044 0.0 0.0 -0.1
H 5.781543 4.700908 2.242112 0.0 0.0 0.0
H 6.203804 4.429670 0.528881 0.1 0.0 0.1
H 5.245489 2.418419 1.710248 0.0 0.0 0.1
H 3.704809 2.116331 0.898122 0.0 0.0 0.0
H 3.472165 1.753905 3.303731 0.0 0.0 0.0
H 2.449494 3.103156 2.792419 0.0 0.0 -0.1
H 2.667288 4.808694 4.644560 0.0 0.1 0.0
H 3.335273 5.315893 3.068830 0.0 0.0 0.0
H 4.300491 5.500126 4.542753 0.0 -0.1 0.0
```
Forces are in eV/Å.

(4)
Computed, not measured: a 8-piece molecular cluster, C20H56O8 overall at a distorted geometry, with ωB97M-V with the def2-TZVPD basis set.

Summary:
Total charge = 0
Relative energy (zero: lowest compared OMol25 entry of this formula, charge and spin) = 238.0 kcal per mole
Gap between HOMO and LUMO = 9.61 eV
Strongest force on any atom = 7.58 eV Å⁻¹
SMILES = CC(C)O.CC(C)O.CC(C)O.CC(C)O.CC(C)O.CC(C)O.CO.CO
E_HOMO = -9.36 eV
Energy = -38016.8940 eV

The geometry in XYZ format:
```
84
Properties=species:S:1:pos:R:3:forces:R:3
C 0.527887 -0.947130 4.182176 1.8 3.8 -5.4
C -0.845663 -0.433767 4.232783 1.4 5.5 1.4
C -1.171310 0.071701 5.668343 -3.4 2.5 -4.9
O -0.929669 0.766794 3.408453 -0.8 -0.1 1.5
H 1.345098 -0.191938 4.441064 -1.2 -1.4 0.0
H 0.701272 -1.371099 3.099462 0.1 1.4 1.5
H 0.436782 -1.803897 4.604786 0.7 -5.5 4.0
H -1.505241 -1.094715 3.810962 -2.0 -2.0 -0.3
H -1.317164 -0.745599 6.155466 -0.2 -5.1 4.0
H -2.244778 0.465900 5.655753 1.3 0.0 -0.2
H -0.569923 0.791640 6.111864 1.5 1.0 0.5
H -0.532963 0.487153 2.609109 0.7 0.1 -2.0
C -4.019807 0.824042 -0.487469 -1.4 2.0 -3.4
C -5.017165 -0.156497 -0.187684 0.1 -2.1 -0.6
C -4.527707 -0.956365 0.991823 -1.0 -1.9 1.3
O -6.285027 0.414328 -0.078076 -1.2 -0.7 0.6
H -4.220427 1.582931 -1.240155 -0.8 -0.2 -0.6
H -3.212430 0.347440 -0.837963 3.2 -2.2 -1.7
H -3.571995 1.395486 0.188774 1.0 2.2 4.2
H -5.064740 -0.928544 -0.972082 0.0 0.5 -0.5
H -3.858550 -1.882882 0.842874 -1.3 1.4 -0.4
H -5.488177 -1.239754 1.469125 0.7 -0.6 0.2
H -4.013553 -0.362949 1.705591 0.5 0.8 0.7
H -6.900378 -0.350223 -0.056669 0.3 1.0 0.1
C 0.990238 -3.437028 -3.176269 3.0 2.2 0.0
C 2.081671 -4.369865 -3.866060 -1.2 2.8 0.9
C 3.334939 -4.510732 -2.988992 -1.2 -0.6 2.4
O 1.374514 -5.571093 -3.967479 0.6 -1.3 -0.9
H 1.537153 -2.499097 -2.705989 -1.6 -1.4 -1.4
H 0.267076 -3.767787 -2.472677 0.4 -1.5 1.5
H 0.273859 -3.297138 -3.941045 -0.5 1.5 -1.4
H 2.272648 -3.938373 -4.959301 0.1 -0.7 2.3
H 2.877248 -5.082963 -1.915197 1.7 1.8 -3.1
H 3.985156 -3.566565 -2.771133 -1.7 -1.6 -0.3
H 3.954949 -5.201683 -3.523422 0.7 -0.6 0.1
H 0.901050 -5.419591 -4.787532 -0.4 -0.7 -0.1
C 3.337295 -0.661221 -4.067417 -0.2 -1.5 3.9
C 1.902774 -0.095174 -4.284169 0.1 0.6 -1.7
C 1.844568 1.427232 -4.640470 1.1 -4.6 -5.5
O 1.451978 -0.762294 -5.453197 -2.0 -1.2 -0.7
H 4.033368 -0.341019 -4.807115 0.1 0.0 -1.1
H 3.327941 -1.907685 -3.979654 0.0 3.7 -0.3
H 3.854897 -0.192292 -3.078251 -1.4 -1.3 -1.9
H 1.105381 -0.286058 -3.569192 0.8 -0.2 1.1
H 2.685665 1.574631 -5.370313 -0.6 0.1 0.6
H 2.069929 1.869935 -3.822394 0.8 3.9 5.2
H 0.960252 1.644789 -5.229400 -0.4 0.3 0.7
H 0.465115 -0.886343 -5.357932 1.7 0.2 -0.4
C -3.448588 5.030663 3.033855 7.1 -1.4 -2.3
C -2.483293 3.825751 2.929802 0.7 -0.2 -0.3
C -1.434776 3.899530 1.797058 1.0 -1.8 0.6
O -1.713041 3.703656 4.079786 0.5 1.7 2.1
H -3.996242 5.003105 3.806010 -3.6 0.1 6.3
H -4.060623 4.938808 2.298326 -4.2 -0.9 -5.0
H -3.000548 5.954333 2.791782 1.0 1.2 0.5
H -2.974052 2.839681 2.920872 -0.8 0.5 -0.9
H -0.607449 4.647599 1.994051 -1.3 -0.6 -0.4
H -1.851557 3.871047 0.818662 -0.5 1.0 -1.1
H -0.950452 2.866710 1.763328 -0.2 1.2 0.5
H -1.495903 2.799759 4.248446 0.3 -1.0 -0.2
C 1.862412 -1.385834 -0.010102 -1.9 -0.1 3.7
C 0.433989 -0.958411 -0.051312 -0.3 -0.2 -0.4
C -0.542755 -2.046501 0.498425 1.7 2.6 3.1
O 0.343739 0.212464 0.765930 -0.5 0.6 -0.8
H 2.586749 -0.697175 -0.152568 1.9 3.4 0.2
H 2.128487 -1.947134 -0.753467 0.8 -4.2 -4.5
H 2.127806 -1.946449 0.892306 -0.3 0.2 0.1
H 0.075299 -0.655597 -1.120447 0.8 -0.7 1.6
H -1.396169 -1.739669 0.044187 -3.4 1.1 -0.5
H -0.641421 -2.008308 1.704184 0.3 -0.3 -3.1
H -0.454929 -2.980300 0.069824 1.1 -2.3 -0.4
H 0.453649 0.928257 0.103532 -0.3 -0.1 0.8
C 1.123052 2.982680 -1.543562 -1.3 2.1 -3.2
O 0.069422 2.117906 -1.609461 4.1 -4.8 1.8
H 0.976082 3.899888 -1.083296 -0.6 1.4 2.3
H 1.215798 3.422262 -2.536364 1.1 -0.5 -0.6
H 1.945098 2.490148 -1.216355 2.6 -1.3 0.9
H -0.695730 2.504328 -1.740667 -5.8 3.1 -1.0
C 4.360609 0.409673 2.701975 -0.9 1.1 -2.8
O 5.624993 1.116012 2.224119 -1.3 -1.8 1.6
H 4.156008 -0.671295 2.944744 1.8 0.5 -0.3
H 3.691410 0.566514 1.774737 0.3 0.0 1.9
H 4.004634 0.935183 3.585150 0.1 0.4 -0.3
H 5.964255 0.666074 1.442805 -0.2 -0.2 0.1
```
Forces are in eV/Å.

(5)
Computed, not measured: one molecule with the formula C5H9FO at a distorted geometry, with ωB97M-V with the def2-TZVPD basis set.

Summary:
Total charge = 0
Relative energy (zero: lowest compared OMol25 entry of this formula, charge and spin) = 84.9 kcal per mole
Gap between HOMO and LUMO = 10.31 eV
Strongest force on any atom = 4.57 eV Å⁻¹
SMILES = C[C@H](F)/C=C\CO
E_HOMO = -9.47 eV
Energy = -10092.1105 eV

The geometry in XYZ format:
```
16
Properties=species:S:1:pos:R:3:forces:R:3
C -0.097551 0.291455 2.087232 1.5 -2.7 -3.3
C 0.369605 1.101361 0.739204 2.3 -0.6 -0.3
F -0.640435 1.536168 -0.141481 -1.1 0.9 1.5
C 1.157731 0.238207 -0.256605 1.8 0.5 0.4
C 0.695207 -0.655079 -1.144836 -0.3 -2.6 -1.4
C -0.886057 -1.057503 -1.383276 0.3 -3.5 2.6
O -1.548775 -0.088983 -2.107356 2.5 2.7 2.0
H -0.608727 -0.761865 1.760998 0.3 3.1 0.6
H 0.804667 -0.243995 2.553939 -0.8 1.7 -0.4
H -0.607357 0.977826 2.714030 -0.7 0.0 0.8
H 1.119950 2.031512 0.923435 -2.3 -1.9 0.2
H 2.240964 0.628602 -0.258092 -1.4 -1.5 -0.3
H 1.422257 -1.320851 -1.775606 -1.2 1.8 1.1
H -1.227952 -1.197178 -0.243968 0.0 0.6 -2.2
H -1.237540 -2.103098 -1.857808 1.9 2.0 0.9
H -0.955983 0.623421 -1.609810 -2.8 -0.4 -2.3
```
Forces are in eV/Å.

(6)
Computed, not measured: an isolated ion of composition C6H12N3 and charge +1 at a distorted geometry, with ωB97M-V with the def2-TZVPD basis set.

Summary:
Total charge = +1
Relative energy (zero: lowest compared OMol25 entry of this formula, charge and spin) = 13.8 kcal per mole
Gap between HOMO and LUMO = 9.86 eV
Strongest force on any atom = 4.76 eV Å⁻¹
SMILES = CC/[NH+]=c1/[nH]cc(C)[nH]1
E_HOMO = -12.58 eV
Energy = -10880.7176 eV

The geometry in XYZ format:
```
21
Properties=species:S:1:pos:R:3:forces:R:3
C 3.397865 -0.926609 -0.707082 0.4 3.3 -3.4
C 1.918002 -0.689510 -0.637281 -1.3 0.4 -1.5
N 1.372911 -0.088182 0.580723 -0.4 0.1 0.3
C 0.079047 0.232424 0.731843 -0.3 0.4 -0.3
N -0.577135 0.777473 1.804891 0.4 -0.7 -0.7
C -1.965776 0.896738 1.516182 1.0 -0.3 -1.7
C -2.055293 0.496061 0.226891 -2.7 0.8 1.1
C -3.276300 0.472841 -0.648097 1.2 1.5 -0.5
N -0.836656 0.132793 -0.256425 -0.2 -1.1 -1.3
H 3.722393 -1.511472 0.070151 1.2 -1.4 1.7
H 3.543718 -1.380815 -1.706311 -0.1 -0.6 0.8
H 4.022653 0.012327 -0.923673 -0.9 -1.0 1.2
H 1.577654 0.009075 -1.482259 0.5 -1.3 0.9
H 1.523099 -1.715901 -0.766989 -0.6 0.6 0.0
H 1.926403 -0.119534 1.400805 0.5 0.0 0.7
H -0.122342 0.940665 2.682958 0.0 0.1 0.2
H -2.772906 1.345514 2.074477 0.6 -0.1 0.5
H -3.611332 -0.510195 -0.839887 -0.7 -1.2 0.2
H -4.086766 1.138699 -0.276605 0.7 -0.6 -0.3
H -2.900472 0.806312 -1.637238 -0.7 0.3 0.3
H -0.878769 -0.318702 -1.207074 1.2 0.6 1.6
```
Forces are in eV/Å.